Record 1
ORCA calculation (ωB97M-V/def2-TZVPD) on a single C5H11N3 molecule at a distorted geometry.

Structure (ORCA input):
```
! RIJCOSX wB97M-V def2-TZVPD def2/J DEFGRID3
* xyz 0 1
H 2.05968 -1.58092 0.17793
N 1.20021 -1.24700 -0.24762
C 0.18902 -1.31805 0.51882
C 0.16392 -1.89421 1.91858
N -1.04572 -0.86340 0.12297
N -1.49444 -0.47314 -1.11408
C -0.94953 0.55046 -1.64551
C 0.33229 1.27769 -1.39497
C 0.20215 2.21096 -0.18773
H -0.26494 -1.18294 2.62030
H -0.43390 -2.80911 1.93481
H 1.17402 -2.13729 2.24081
H -1.82233 -1.21643 0.66806
H -1.54378 0.93708 -2.47134
H 0.58538 1.85965 -2.28199
H 1.12929 0.55095 -1.20611
H 0.04526 1.64010 0.72411
H -0.63455 2.89470 -0.31145
H 1.10797 2.80089 -0.06558
*
```

Values from the calculation:
Energy above the lowest of the compared OMol25 structures with the same formula, charge and spin ... 1.638 eV
LUMO ... 0.0320 Ha
Total energy ... -9832.2680 eV
SMILES string ... [H]/N=C(\C)N/N=C\CC
Frontier orbital gap ... 9.522 eV

Mulliken population analysis, charges in e, atoms 1 to 4: 0.1812 -0.7490 0.8840 -1.3159

=====

Record 2
ORCA calculation (ωB97M-V/def2-TZVPD) on a molecular structure, C5H11N3 at a distorted geometry.

Structure (ORCA input):
```
! RIJCOSX wB97M-V def2-TZVPD def2/J DEFGRID3
* xyz 0 1
C -0.40300 0.44352 -0.18621
C -0.51167 0.06425 1.76504
C -1.11220 1.24352 2.19285
C -0.61736 -1.30428 -2.03638
N 0.57855 1.26046 -0.62363
C 0.27002 -0.71408 -0.97422
N 1.74856 1.29963 0.04425
N 1.28966 -1.30145 -0.45944
H -1.38288 0.72457 -0.56513
H 2.34939 2.06037 -0.24142
H 2.13348 0.38310 0.28463
H 1.40495 -2.26405 -0.76238
H -1.04060 -0.87167 1.92256
H 0.55657 -0.07117 1.92447
H -0.57504 2.17968 2.15138
H -2.14557 1.26923 2.48965
H -0.73458 -0.61218 -2.87104
H -0.20012 -2.24329 -2.40611
H -1.60817 -1.54615 -1.64888
*
```

Values from the calculation:
Energy above the lowest of the compared OMol25 structures with the same formula, charge and spin ... 6.017 eV
LUMO (alpha / beta) ... 0.0113 / 0.0128 Ha
Total energy ... -9827.8890 eV
Frontier orbital gap (alpha / beta) ... 7.406 / 7.418 eV

Mulliken population analysis, charges in e, atoms 1 to 4: -0.0083 -0.3554 -0.7135 -1.3248

=====

Record 3
ORCA calculation (ωB97M-V/def2-TZVPD) on a single C5H11N3 molecule at a distorted geometry.

Structure (ORCA input):
```
! RIJCOSX wB97M-V def2-TZVPD def2/J DEFGRID3
* xyz 0 1
N 0.01343 1.96588 0.29904
C -0.23848 0.85594 -0.49989
C 0.89137 0.03232 -0.74549
N 2.10554 -0.77557 -0.41802
C 1.20427 -0.36487 0.65869
C -0.02328 -1.04883 0.78754
C -1.09485 -0.09602 0.32478
N -2.22741 -0.69583 -0.48302
H -0.86010 2.20232 0.96086
H 0.35097 2.66289 -0.25015
H -0.58943 1.03196 -1.53557
H 0.24177 -0.78145 -1.39588
H 2.66967 -0.04314 -0.18549
H 1.54638 0.50699 1.11593
H 0.14436 -2.07873 0.26208
H -0.41380 -1.41832 1.75752
H -1.81502 0.63415 1.05717
H -3.22660 -0.69138 0.11276
H -1.72330 -1.75780 -0.83901
*
```

Values from the calculation:
Energy above the lowest of the compared OMol25 structures with the same formula, charge and spin ... 8.912 eV
LUMO ... 0.0334 Ha
Total energy ... -9824.9942 eV
SMILES string ... N[C@H]1[C@H]2N[C@@H]2C[C@@H]1N
Frontier orbital gap ... 9.090 eV

Mulliken population analysis, charges in e, atoms 1 to 4: -0.5919 0.6625 -0.3096 -0.6003

=====

Record 4
ORCA calculation (ωB97M-V/def2-TZVPD) on a gas-phase ion, C5H11N3 (charge +2) at a distorted geometry.

Structure (ORCA input):
```
! RIJCOSX wB97M-V def2-TZVPD def2/J DEFGRID3
* xyz 2 1
C 3.07764 0.62437 0.01824
N 1.88142 0.37845 -0.28391
C 1.04207 -0.70498 0.14345
N -0.23253 -0.17903 0.65672
C -1.36907 -1.02840 0.11977
C -2.43420 0.09623 -0.25059
C -1.48753 1.26793 -0.35610
N -0.35233 1.16815 0.11461
H 3.69744 1.39312 -0.30844
H 3.61043 -0.11331 0.56546
H 1.40004 1.04597 -0.91294
H 0.88947 -1.23205 -0.77060
H 1.32611 -1.39712 0.86069
H -0.10488 -0.12828 1.69045
H -1.93469 -1.65191 0.92967
H -1.07281 -1.61974 -0.67859
H -2.98819 -0.18263 -1.11276
H -3.17157 0.11014 0.53743
H -1.77683 2.15309 -0.96254
*
```

Values from the calculation:
Energy above the lowest of the compared OMol25 structures with the same formula, charge and spin ... 4.758 eV
LUMO ... -0.3321 Ha
Total energy ... -9813.1851 eV
SMILES string ... C=[NH+]C[N@@H+]1CCC=N1
Frontier orbital gap ... 11.473 eV

Mulliken population analysis, charges in e, atoms 1 to 4: -0.0833 0.0378 -0.6230 0.3101

=====

Record 5
ORCA calculation (ωB97M-V/def2-TZVPD) on a gas-phase ion, C5H11N3 (charge +2) at a distorted geometry.

Structure (ORCA input):
```
! RIJCOSX wB97M-V def2-TZVPD def2/J DEFGRID3
* xyz 2 1
C -1.44048 0.75067 -1.14091
C -0.13070 0.30407 -0.80086
N 0.99368 0.32694 -1.55917
C 2.04618 -0.22930 -0.89844
N 1.71750 -0.68678 0.20632
N 0.37127 -0.39499 0.44635
C -0.46473 -1.47891 0.99581
C 0.16929 0.70703 1.42925
H -2.12362 1.25519 -0.36061
H -2.07323 -0.00670 -1.44241
H -1.37044 1.52321 -1.94788
H 1.03197 0.89833 -2.35270
H 3.06607 -0.46330 -1.37584
H -1.47562 -1.19235 1.17610
H -0.36190 -2.37535 0.35684
H -0.13634 -1.54580 2.10049
H 0.81846 0.27250 2.23314
H 0.24402 1.70668 1.12416
H -0.88137 0.62889 1.81037
*
```

Values from the calculation:
Energy above the lowest of the compared OMol25 structures with the same formula, charge and spin ... 5.790 eV
LUMO ... -0.3988 Ha
Total energy ... -9812.1526 eV
SMILES string ... CC1=[NH+]C=N[N+]1(C)C
Frontier orbital gap ... 10.623 eV

Mulliken population analysis, charges in e, atoms 1 to 4: -1.2385 0.5640 0.0413 -0.0270

=====

Record 6
ORCA calculation (ωB97M-V/def2-TZVPD) on a molecular structure, C5H11N3 at a distorted geometry.

Structure (ORCA input):
```
! RIJCOSX wB97M-V def2-TZVPD def2/J DEFGRID3
* xyz 2 1
C 0.18559 -1.34658 0.01195
C 1.89189 0.13094 0.00094
C 0.11227 1.13312 -0.05068
C -1.50475 -0.09866 1.27145
C -1.46479 -0.31312 -1.17533
N 1.45769 -1.15959 0.00235
N 3.08408 0.60767 -0.01972
N -0.64380 -0.13058 0.03609
H -0.27018 -2.32873 -0.09805
H -0.05199 1.69721 0.80248
H 0.11461 1.56191 -1.05870
H -2.24901 -0.94369 1.33363
H -0.92944 -0.20677 2.14261
H -2.04222 0.77058 1.26029
H -1.99731 0.51877 -1.62067
H -0.63426 -0.48637 -1.86556
H -2.23977 -1.07466 -1.00705
H 3.24315 1.66785 0.04761
H 3.93825 0.00068 -0.01363
*
```

Values from the calculation:
Energy above the lowest of the compared OMol25 structures with the same formula, charge and spin ... 5.382 eV
LUMO ... -0.3788 Ha
Total energy ... -9812.5604 eV
Frontier orbital gap ... 9.716 eV

Mulliken population analysis, charges in e, atoms 1 to 4: 0.1783 0.4029 -0.5776 -1.1176

=====

Record 7
ORCA calculation (ωB97M-V/def2-TZVPD) on a molecular structure, C5H11N3O at a distorted geometry.

Structure (ORCA input):
```
! RIJCOSX wB97M-V def2-TZVPD def2/J DEFGRID3
* xyz 0 1
C -1.02453 1.26697 0.79117
C 0.79150 1.58729 -0.77346
N 0.04756 0.61131 0.03620
C 1.52650 -0.23904 1.03970
N 2.10406 0.19664 1.97112
H 1.20205 2.34818 -0.10840
H -0.59837 2.09100 1.36209
H -1.78766 1.65458 0.11331
H -1.49043 0.56891 1.48204
H 1.59728 1.04986 -1.26616
H 0.15545 2.09350 -1.49840
C -1.53655 -1.42188 -0.27013
C -0.29148 -0.72474 -0.76844
N 1.46640 -1.47319 0.24124
O 0.14260 -0.86048 -1.89642
H 1.47503 -2.33034 0.78177
H 1.77503 -1.62185 -0.71452
H -2.40950 -0.86420 -0.60743
H -1.57703 -2.40856 -0.72880
H -1.56793 -1.52396 0.81353
*
```

Values from the calculation:
Energy above the lowest of the compared OMol25 structures with the same formula, charge and spin ... 3.418 eV
LUMO ... 0.0233 Ha
Total energy ... -11878.3529 eV
Frontier orbital gap ... 9.135 eV

Mulliken population analysis, charges in e, atoms 1 to 4: -0.9670 -1.0425 0.1474 0.3716

=====

Record 8
ORCA calculation (ωB97M-V/def2-TZVPD) on a molecular structure, C5H11N3O at a distorted geometry.

Structure (ORCA input):
```
! RIJCOSX wB97M-V def2-TZVPD def2/J DEFGRID3
* xyz 0 1
C 0.79274 0.73650 -0.39589
C 0.79434 -0.90174 -0.46500
C -0.51029 -1.07002 0.12303
C -0.57164 0.82677 0.38608
C -1.51743 -0.01800 -0.42005
H 2.69666 1.47313 -0.36117
H 1.58339 2.13487 0.87782
H 0.54031 1.02719 -1.42528
H 0.79935 -1.30683 -1.53177
H 2.11763 -1.00624 1.09182
H 2.67721 -1.67227 -0.25608
H -1.04975 -2.05139 0.44185
H -0.84304 1.65515 0.99348
H -1.41253 0.34494 -1.54210
H -2.95268 0.02772 1.04250
H -3.52239 0.51557 -0.49100
N 1.86760 1.29105 0.25575
N 1.78181 -1.55675 0.30550
N -2.85550 -0.17478 0.03667
O -0.41580 -0.27486 1.33383
*
```

Values from the calculation:
Energy above the lowest of the compared OMol25 structures with the same formula, charge and spin ... 3.386 eV
LUMO ... 0.0306 Ha
Total energy ... -11878.3849 eV
Frontier orbital gap ... 9.582 eV

Mulliken population analysis, charges in e, atoms 1 to 4: 0.0439 -0.1401 -0.2970 -0.4927